No. 1
Here is C23H25F3NO4SV as an isolated structure at a distorted geometry from the Open Molecules 2025 dataset. Energies are from wB97M-V/def2-TZVPD.

Output
**Charge**: 0
**HOMO level (spin up / spin down)**: -7.404 / -8.761 eV
**Frontier orbital gap (spin up / spin down)**: 7.141 / 8.786 eV
**⟨S²⟩**: 2.032
**Multiplicity**: 3

Each line ends with the Mulliken spin population.
Element x y z (Å)
V -0.1902 -0.0654 -0.5161  1.975
S -1.8883 2.0513 1.6936  0.002
F -1.2602 2.1081 4.2972  0.000
F -0.1636 0.6199 3.1214  0.002
F 0.3586 2.7399 2.9591  0.000
O -2.8535 1.0000 1.9455  0.001
O -0.9848 1.7668 0.5251  -0.010
O -3.3486 0.8701 -3.5386  0.003
O -2.3014 3.4317 1.7594  -0.002
N -1.4012 1.6919 -4.4798  0.000
C 2.0255 -0.6994 -0.5762  -0.037
C 1.5294 1.3595 0.3361  0.009
C -0.2644 -2.4295 -0.6577  -0.080
C -2.1178 0.8697 -3.6249  0.009
C 3.4787 0.8735 -5.3638  0.001
C -1.3219 -2.3800 -3.4866  0.000
C 3.4514 2.0851 -4.6560  0.000
C -0.0875 -2.2274 0.7406  0.101
C -0.2611 2.4918 -4.0109  0.012
C -1.3800 -0.0064 -2.6480  0.025
C -0.6783 1.8795 3.0984  0.004
C -1.9271 -1.4541 -2.4385  -0.010
C 1.5038 1.4881 -1.0832  -0.080
C -1.4855 -1.8088 -1.0476  0.070
C 1.0410 1.9553 -4.5430  -0.002
C 1.8209 0.2114 -1.6461  0.034
C -2.0911 -1.2395 0.1428  -0.036
C 2.2313 2.6361 -4.2651  0.001
C 1.8371 0.0123 0.6548  0.020
C -1.2129 -1.5002 1.2354  -0.017
C 1.0572 0.7742 -5.2852  -0.003
C -3.4547 -1.5818 -2.4671  -0.001
C 2.2809 0.2258 -5.6925  0.000
H 1.4763 2.1633 1.0418  0.007
H -0.2477 2.4807 -2.9022  0.006
H 0.3539 -3.0202 -1.3391  -0.006
H -0.2874 -0.0198 -2.8864  -0.021
H -2.0474 2.2552 -5.0515  0.000
H 4.3781 2.6094 -4.4115  0.000
H -3.9517 -0.8726 -1.7901  0.002
H -0.3796 3.5531 -4.2954  0.000
H 2.0204 0.0085 -2.6921  0.011
H 2.0186 -0.3609 1.6568  0.005
H -1.7853 -2.1734 -4.4619  0.001
H -1.5650 0.5982 -1.6925  -0.003
H 0.7269 -2.6231 1.3464  0.008
H -3.8609 -1.4491 -3.4751  0.000
H 2.2835 -0.7021 -6.2683  0.000
H 2.3816 -1.7192 -0.6808  0.000
H 2.1751 3.5925 -3.7400  -0.001
H -0.2312 -2.2647 -3.5882  -0.003
H -1.4591 -1.3311 2.2780  0.007
H 0.1133 0.3027 -5.5622  0.000
H 4.4388 0.4355 -5.6532  0.000
H -3.7099 -2.6041 -2.1413  0.000
H -3.0802 -0.8059 0.1950  -0.003
H -1.5443 -3.4216 -3.2149  0.002
H 1.4435 2.4225 -1.6146  -0.002

***

No. 2
Here is a 2-piece molecular cluster, C23H25N2O overall at a distorted geometry from the Open Molecules 2025 dataset. Energies are from wB97M-V/def2-TZVPD.

Output
**Charge**: +1
**HOMO level**: -10.541 eV
**Frontier orbital gap**: 4.975 eV
**Multiplicity**: 1

Each line ends with the natural charge from an NBO analysis.
Element x y z (Å)
O 0.7082 -7.3116 -1.9909  -0.522
N 0.0998 -4.8779 -0.7058  -0.475
N -0.0915 -0.9073 0.6914  -0.490
C 0.5422 3.6055 0.5567  -0.106
C -0.4122 2.7164 1.1221  0.129
C 2.9068 3.9119 -0.0855  -0.233
C -2.4247 2.1415 2.3956  -0.030
C 0.4991 -1.1692 -0.4909  0.041
C -2.5995 3.9399 0.7696  -0.108
C -3.9192 4.1578 1.1716  -0.222
C 1.1338 -7.1147 -0.6375  -0.074
C 1.2599 -5.6348 -0.2622  -0.235
C 0.5519 -2.4636 -1.0478  -0.285
C 0.3144 4.9432 0.0786  -0.098
C -0.4347 -3.2774 1.0317  -0.257
C -4.5254 3.3115 2.1149  -0.102
C 1.3089 5.6299 -0.6223  -0.238
C 1.9038 3.1591 0.5130  -0.099
C 3.7111 5.8815 -1.4106  -0.661
C -0.3227 -5.0746 -2.0821  -0.240
C -3.7670 2.3023 2.7283  -0.247
C -0.5310 -1.9392 1.4484  0.038
C 2.6238 5.1421 -0.7047  0.127
C -1.7936 2.9459 1.4018  -0.212
C 0.0747 -3.5285 -0.2528  0.215
C -0.4696 -6.5744 -2.3418  -0.073
H 2.1180 -7.6079 -0.5758  0.205
H 0.9609 -0.3322 -1.0424  0.189
H -4.2420 1.6387 3.4650  0.243
H -0.7820 -4.1040 1.6626  0.237
H -5.5829 3.4312 2.3618  0.240
H -0.9652 -1.7137 2.4387  0.195
H 1.0754 6.5792 -1.1155  0.238
H -1.2973 -4.5800 -2.1981  0.212
H 4.4836 6.2312 -0.7133  0.255
H -0.6174 5.4645 0.2914  0.227
H -1.3588 -6.9394 -1.7829  0.172
H -0.6107 -6.7684 -3.4176  0.204
H -0.0253 1.7420 1.4446  0.253
H -4.4978 4.9745 0.7343  0.240
H 3.3405 6.7533 -1.9552  0.235
H 3.9406 3.5363 -0.1077  0.238
H -1.8272 1.3971 2.9222  0.220
H 0.9958 -2.6243 -2.0359  0.232
H 2.1564 2.2084 0.9970  0.236
H 1.3350 -5.5282 0.8278  0.211
H 4.2308 5.2295 -2.1233  0.249
H -2.1917 4.5328 -0.0394  0.220
H 0.3793 -4.6064 -2.8000  0.168
H 0.4405 -7.6071 0.0767  0.169
H 2.1940 -5.2224 -0.7040  0.170

***

No. 3
Here is a 2-piece molecular cluster, C23H25N2O2 overall at a distorted geometry from the Open Molecules 2025 dataset. Energies are from wB97M-V/def2-TZVPD.

Output
**Charge**: +1
**HOMO level**: -10.722 eV
**Frontier orbital gap**: 5.452 eV
**Multiplicity**: 1

Each line ends with the natural charge from an NBO analysis.
Element x y z (Å)
O -5.7634 0.0476 2.8258  -0.464
O 7.1840 -1.8106 1.9698  -0.523
N 4.5543 -1.1653 1.3073  -0.462
N 0.7041 -0.6995 -0.4171  -0.509
C -4.8346 1.3817 0.9729  -0.309
C -2.1237 0.3485 -1.4408  0.133
C 6.1041 -2.2195 2.8088  -0.069
C -4.1725 -0.9346 1.4114  -0.282
C 1.3537 0.3238 0.1606  0.038
C 2.6630 0.2272 0.6583  -0.260
C -3.2404 2.8842 -3.9825  -0.237
C -2.2794 1.0566 -2.6602  -0.181
C -3.3713 1.9327 -2.9774  -0.089
C -3.8415 1.4536 0.0118  -0.106
C 2.5713 -2.1223 0.1784  -0.302
C 5.6191 -0.7056 0.4319  -0.237
C -1.2858 0.9115 -3.6769  -0.080
C -4.9591 0.2011 1.7467  0.412
C 4.8164 -2.4051 2.0284  -0.246
C 1.3271 -1.8885 -0.4236  0.062
C -3.0741 0.3197 -0.3777  -0.213
C -3.2959 -0.8836 0.3578  -0.043
C -2.1995 2.7791 -4.9178  -0.089
C 6.9502 -0.6628 1.1586  -0.071
C -1.2631 1.7387 -4.7893  -0.237
C 3.2712 -1.0396 0.7327  0.227
C -6.6908 1.0517 3.2813  -0.262
H -7.4599 1.2613 2.5271  0.194
H -4.3149 -1.8269 2.0217  0.252
H -5.5166 2.2173 1.1398  0.241
H 4.9199 -3.2644 1.3430  0.174
H -3.9511 3.7094 -4.0601  0.241
H 6.4419 -3.1846 3.2172  0.204
H -7.1415 0.5748 4.1531  0.223
H -2.7535 -1.7812 0.0700  0.225
H 5.7289 -1.3858 -0.4347  0.172
H 2.9934 -3.1249 0.1651  0.234
H 6.9954 0.2686 1.7509  0.168
H -0.5369 0.1338 -3.5359  0.235
H -0.5111 1.5864 -5.5655  0.242
H -6.1850 1.9777 3.5834  0.195
H 0.8155 1.2759 0.2216  0.192
H -4.2921 1.8716 -2.4046  0.231
H -2.1415 3.4680 -5.7630  0.240
H 5.3669 0.2974 0.0750  0.213
H 7.7646 -0.6975 0.4192  0.204
H -1.2060 -0.2356 -1.3063  0.276
H 0.8009 -2.6998 -0.9287  0.194
H 3.9975 -2.5863 2.7345  0.216
H -3.6342 2.4078 -0.4633  0.230
H 3.1812 1.1039 1.0442  0.233
H 5.9149 -1.4877 3.6172  0.172

***

The records above give, respectively, energy above the lowest of the compared OMol25 structures with the same formula, charge and spin values of 0.0000, 1.3137, 2.5081 eV.